Record 1
{"formula": "C4H7NO2", "method": "the ωB97M-V functional and the def2-TZVPD basis", "symbols": ["C", "O", "C", "C", "C", "N", "O", "H", "H", "H", "H", "H", "H", "H"], "positions_angstrom": [[0.455, 1.450, -1.028], [-0.294, 0.535, -1.801], [-1.178, -0.265, -1.051], [-0.341, -1.231, -0.273], [0.079, -1.014, 0.948], [0.219, -1.115, 2.171], [1.246, -0.410, 2.783], [1.407, 1.050, -0.640], [0.668, 2.267, -1.715], [-0.111, 1.838, -0.165], [-1.828, -0.788, -1.763], [-1.824, 0.353, -0.406], [0.128, -2.028, -0.843], [1.249, -0.838, 3.651]], "smiles": "COCC=C=NO", "largest_force_ha_per_bohr": 0.0159, "spin_multiplicity": 1, "molar_mass_g_mol": 101.105, "homo_ev": -9.4, "lumo_ha": 0.0238, "relative_energy_kj_mol": 438.4}

***

Record 2
{"formula": "C33H39IN3O3SbV", "method": "the ωB97M-V functional and the def2-TZVPD basis", "symbols": ["V", "C", "C", "N", "C", "C", "C", "O", "C", "C", "N", "C", "C", "C", "C", "C", "C", "I", "C", "O", "H", "H", "H", "H", "H", "H", "H", "H", "H", "H", "H", "H", "C", "Sb", "C", "C", "H", "H", "H", "H", "H", "H", "H", "H", "H", "C", "C", "C", "C", "C", "C", "N", "C", "C", "C", "C", "C", "C", "H", "H", "H", "H", "H", "H", "H", "H", "H", "H", "C", "C", "C", "O", "C", "H", "H", "H", "H", "H", "H", "H", "H"], "positions_angstrom": [[0.375, -0.186, -0.569], [-3.322, 1.427, -2.540], [-2.490, 2.455, -1.838], [-2.994, 3.647, -1.631], [-2.258, 4.582, -0.998], [-0.988, 4.362, -0.531], [-0.233, 5.470, 0.160], [0.991, 5.790, -0.488], [-0.433, 3.069, -0.714], [0.904, 2.794, -0.241], [1.413, 1.618, -0.079], [2.749, 1.613, 0.454], [3.068, 2.382, 1.570], [4.358, 2.389, 2.076], [5.347, 1.626, 1.474], [5.040, 0.837, 0.375], [3.746, 0.829, -0.115], [3.244, -0.428, -1.699], [-1.184, 2.104, -1.385], [-0.737, 0.889, -1.637], [-4.301, 1.846, -2.755], [-3.436, 0.535, -1.919], [-2.853, 1.107, -3.472], [-2.732, 5.547, -0.866], [0.044, 5.182, 1.177], [-0.881, 6.345, 0.244], [0.797, 6.200, -1.338], [1.524, 3.657, -0.012], [2.291, 2.966, 2.046], [4.587, 2.992, 2.944], [6.357, 1.634, 1.861], [5.799, 0.226, -0.093], [-3.228, 1.365, 1.448], [-1.240, 0.630, 1.640], [-1.555, -0.794, 3.180], [-0.478, 2.208, 2.865], [-3.660, 1.452, 2.444], [-3.825, 0.674, 0.855], [-3.218, 2.341, 0.965], [-1.831, -0.269, 4.094], [-0.653, -1.379, 3.347], [-2.359, -1.465, 2.881], [-1.185, 2.389, 3.674], [-0.367, 3.122, 2.284], [0.484, 1.926, 3.292], [-3.599, -3.820, 0.954], [-2.456, -4.293, 1.588], [-1.226, -3.689, 1.392], [-1.114, -2.582, 0.540], [-2.264, -2.130, -0.125], [-3.492, -2.737, 0.095], [0.063, -1.878, 0.357], [1.308, -2.298, 0.867], [1.897, -3.508, 0.476], [3.179, -3.819, 0.885], [3.908, -2.930, 1.675], [3.329, -1.743, 2.081], [2.028, -1.436, 1.693], [-4.555, -4.296, 1.121], [-2.524, -5.142, 2.257], [-0.353, -4.053, 1.918], [-2.179, -1.309, -0.831], [-4.370, -2.369, -0.423], [1.338, -4.195, -0.146], [3.622, -4.759, 0.582], [4.914, -3.180, 1.983], [3.876, -1.055, 2.714], [1.556, -0.527, 2.055], [-1.108, -2.135, -4.233], [-0.245, -3.324, -3.826], [0.366, -2.869, -2.503], [0.216, -1.418, -2.453], [-0.255, -0.981, -3.757], [-2.058, -2.137, -3.695], [-1.309, -2.097, -5.302], [0.529, -3.491, -4.575], [-0.806, -4.248, -3.705], [1.427, -3.110, -2.410], [-0.166, -3.271, -1.647], [0.616, -0.843, -4.406], [-0.769, -0.039, -3.626]], "largest_force_ha_per_bohr": 0.0075, "spin_multiplicity": 3, "molar_mass_g_mol": 825.301, "charge": 1, "homo_ev": [-9.8, -10.1], "lumo_ha": [-0.1231, -0.1287], "relative_energy_kj_mol": 60.2}

***

Record 3
{"formula": "C14H23BrCaCl2F2KLi2N4NaO16PSSi2", "method": "the ωB97M-V functional and the def2-TZVPD basis", "symbols": ["C", "C", "O", "O", "C", "Si", "C", "O", "N", "O", "O", "Si", "N", "C", "C", "O", "C", "C", "O", "N", "C", "O", "F", "C", "O", "F", "P", "O", "O", "O", "H", "H", "H", "H", "H", "H", "H", "H", "H", "H", "H", "H", "H", "H", "H", "H", "K", "Cl", "O", "S", "O", "O", "O", "C", "C", "C", "C", "N", "H", "H", "H", "H", "H", "H", "H", "Li", "Li", "Ca", "Br", "Cl", "Na"], "positions_angstrom": [[2.523, 3.029, 0.097], [1.562, 3.353, -1.011], [1.948, 3.931, -1.997], [0.278, 2.979, -0.886], [0.068, 1.541, -0.811], [-0.900, 1.186, 0.797], [-2.684, 1.768, 0.518], [-3.585, 0.588, 0.577], [-3.943, 0.367, 1.867], [-4.636, -0.573, 1.938], [-1.012, -0.492, 1.259], [0.326, -1.382, 1.029], [0.869, -2.321, 2.389], [0.088, -2.007, 3.635], [0.210, -0.737, 4.360], [-0.659, -2.852, 3.986], [2.278, -2.337, 2.532], [3.117, -1.064, 2.624], [2.883, -3.392, 2.527], [-0.003, -2.635, -0.241], [-0.587, -2.094, -1.412], [-1.704, -1.675, -1.434], [0.211, -2.155, -2.471], [1.246, -3.246, -0.462], [2.247, -2.695, -0.897], [1.258, -4.516, -0.085], [-0.141, 2.429, 2.564], [1.232, 2.075, 3.005], [-0.096, 3.961, 2.096], [-1.168, 2.466, 3.750], [3.508, 2.975, -0.341], [2.556, 3.797, 0.856], [2.314, 2.062, 0.530], [1.052, 1.101, -0.903], [-0.575, 1.329, -1.706], [-2.785, 2.248, -0.438], [-3.052, 2.409, 1.298], [1.448, -0.555, 0.552], [-0.042, -0.903, 5.396], [1.183, -0.274, 4.313], [-0.546, -0.080, 3.969], [3.782, -0.920, 1.775], [3.758, -1.028, 3.492], [2.507, -0.170, 2.652], [0.787, 4.291, 2.106], [-1.995, 1.990, 3.542], [0.356, 5.343, 3.496], [-1.038, 0.705, -3.536], [-3.376, -3.137, 5.401], [-3.777, -2.150, 4.266], [-4.112, -3.142, 3.128], [-2.617, -1.314, 3.889], [-4.918, -1.370, 4.635], [1.546, -0.344, -5.719], [0.406, -0.459, -6.719], [0.878, -0.342, -8.182], [1.508, 0.945, -8.415], [2.021, 1.960, -8.599], [2.036, 0.632, -5.768], [1.158, -0.460, -4.711], [2.303, -1.112, -5.899], [-0.339, 0.312, -6.501], [-0.094, -1.417, -6.595], [0.039, -0.439, -8.872], [1.600, -1.124, -8.423], [3.680, -2.034, 0.667], [0.469, 3.219, -7.421], [-3.412, -5.064, 4.348], [-3.859, -3.607, 7.709], [-2.166, 4.514, 0.143], [-3.420, -1.884, 0.745]], "largest_force_ha_per_bohr": 0.1489, "spin_multiplicity": 1, "molar_mass_g_mol": 927.417, "charge": 1, "homo_ev": -6.5, "lumo_ha": -0.1521}

***

Q: Which formula does entry 3 have?
A: C14H23BrCaCl2F2KLi2N4NaO16PSSi2